(1)
The following is a quantum chemistry calculation of a 16-piece molecular cluster, C64H176N16O16 overall in a non-equilibrium geometry, from the Open Molecules 2025 dataset.

CARTESIAN COORDINATES (ANGSTROEM)
C (-5.81, 1.82, 1.29)
C (-4.44, 2.07, 0.64)
C (-4.00, 0.89, -0.16)
O (-4.28, -0.37, 0.45)
C (-3.89, -1.39, -0.43)
N (-4.37, 3.28, -0.31)
H (-5.73, 1.11, 2.11)
H (-6.54, 1.47, 0.53)
H (-6.21, 2.74, 1.70)
H (-3.59, 2.22, 1.33)
H (-2.95, 1.04, -0.43)
H (-4.46, 0.88, -1.20)
H (-2.79, -1.29, -0.57)
H (-4.26, -1.38, -1.48)
H (-4.13, -2.37, -0.05)
H (-5.19, 3.19, -0.95)
H (-4.61, 4.14, 0.20)
C (3.67, 3.91, 6.19)
C (2.28, 4.52, 6.02)
C (1.18, 3.55, 6.46)
O (1.22, 2.38, 5.66)
C (0.12, 1.54, 6.03)
N (2.03, 5.76, 6.69)
H (3.57, 2.86, 5.87)
H (3.97, 3.80, 7.24)
H (4.48, 4.31, 5.58)
H (2.14, 4.66, 4.93)
H (0.20, 4.04, 6.43)
H (1.36, 3.32, 7.52)
H (0.15, 1.19, 7.07)
H (0.05, 0.75, 5.30)
H (-0.79, 2.15, 5.89)
H (2.43, 6.55, 6.24)
H (2.31, 5.71, 7.64)
C (0.86, -3.69, 4.39)
C (-0.18, -2.54, 4.62)
C (-1.54, -2.93, 3.96)
O (-2.60, -2.02, 4.27)
C (-3.72, -2.37, 3.48)
N (-0.32, -2.38, 6.05)
H (1.87, -3.37, 4.77)
H (1.02, -3.94, 3.34)
H (0.59, -4.55, 4.99)
H (0.12, -1.60, 4.12)
H (-1.78, -3.93, 4.33)
H (-1.29, -2.91, 2.87)
H (-4.45, -1.57, 3.59)
H (-4.21, -3.28, 3.82)
H (-3.43, -2.35, 2.44)
H (0.56, -2.28, 6.54)
H (-1.02, -1.76, 6.45)
C (5.54, -0.32, 4.59)
C (4.03, 0.24, 4.46)
C (3.66, 0.46, 2.98)
O (4.58, 1.45, 2.43)
C (3.93, 2.68, 2.31)
N (3.13, -0.77, 5.10)
H (5.78, -0.36, 5.68)
H (6.18, 0.31, 4.00)
H (5.55, -1.37, 4.21)
H (3.95, 1.18, 5.02)
H (2.64, 0.87, 2.87)
H (3.76, -0.49, 2.43)
H (3.12, 2.65, 1.57)
H (4.63, 3.46, 2.04)
H (3.44, 2.99, 3.26)
H (3.17, -1.63, 4.57)
H (2.18, -0.50, 5.03)
C (-1.17, 5.57, -0.11)
C (-0.77, 4.32, 0.66)
C (-1.43, 4.31, 2.02)
O (-1.29, 5.59, 2.76)
C (0.02, 5.69, 3.30)
N (-1.24, 3.18, -0.16)
H (-0.61, 5.59, -1.07)
H (-0.87, 6.47, 0.42)
H (-2.25, 5.60, -0.29)
H (0.31, 4.20, 0.73)
H (-1.09, 3.44, 2.60)
H (-2.52, 4.17, 1.92)
H (0.09, 6.53, 3.96)
H (0.77, 5.79, 2.55)
H (0.36, 4.86, 3.96)
H (-2.21, 3.29, -0.46)
H (-1.12, 2.30, 0.31)
C (-5.32, -0.29, 7.38)
C (-3.91, -0.81, 7.87)
C (-3.91, -2.27, 8.18)
O (-4.86, -2.41, 9.24)
C (-4.82, -3.65, 9.86)
N (-2.82, -0.59, 7.00)
H (-6.05, -0.84, 8.00)
H (-5.50, -0.57, 6.33)
H (-5.39, 0.82, 7.51)
H (-3.69, -0.25, 8.80)
H (-2.92, -2.65, 8.49)
H (-4.16, -2.89, 7.32)
H (-5.46, -3.51, 10.79)
H (-3.85, -4.03, 10.12)
H (-5.19, -4.40, 9.17)
H (-2.58, 0.34, 6.75)
H (-2.85, -1.11, 6.16)
C (-5.24, -0.20, -4.11)
C (-4.15, -0.76, -5.04)
C (-4.26, 0.08, -6.36)
O (-5.60, -0.03, -6.80)
C (-5.69, 0.38, -8.12)
N (-2.80, -0.62, -4.57)
H (-5.30, -0.71, -3.12)
H (-6.17, -0.42, -4.63)
H (-5.20, 0.90, -3.95)
H (-4.37, -1.82, -5.20)
H (-3.58, -0.35, -7.11)
H (-3.98, 1.14, -6.23)
H (-5.11, -0.19, -8.88)
H (-5.37, 1.40, -8.28)
H (-6.67, 0.37, -8.52)
H (-2.61, -1.31, -3.84)
H (-2.69, 0.29, -4.16)
C (1.59, -0.10, -6.03)
C (1.38, -1.58, -5.58)
C (2.46, -2.09, -4.62)
O (3.76, -2.02, -5.09)
C (4.20, -2.82, -6.21)
N (0.13, -1.78, -4.86)
H (2.57, -0.14, -6.57)
H (1.63, 0.58, -5.19)
H (0.78, 0.10, -6.73)
H (1.42, -2.19, -6.52)
H (2.14, -3.10, -4.33)
H (2.43, -1.43, -3.75)
H (4.10, -3.92, -6.08)
H (5.27, -2.70, -6.36)
H (3.68, -2.60, -7.17)
H (-0.67, -1.41, -5.38)
H (0.25, -1.29, -3.97)
C (5.09, 1.07, -4.56)
C (4.34, 2.35, -4.42)
C (3.48, 2.35, -3.15)
O (3.05, 3.68, -2.83)
C (2.22, 3.64, -1.71)
N (5.30, 3.46, -4.28)
H (5.78, 1.00, -3.70)
H (5.75, 1.08, -5.41)
H (4.49, 0.13, -4.63)
H (3.68, 2.56, -5.27)
H (4.17, 2.04, -2.34)
H (2.64, 1.62, -3.17)
H (2.74, 3.16, -0.90)
H (1.25, 3.15, -1.88)
H (1.92, 4.65, -1.44)
H (4.87, 4.20, -3.76)
H (6.03, 3.13, -3.66)
C (-4.40, 4.49, 7.54)
C (-3.34, 4.71, 6.50)
C (-3.75, 3.90, 5.26)
O (-3.81, 2.56, 5.60)
C (-3.83, 1.77, 4.42)
N (-3.09, 6.07, 6.08)
H (-4.11, 5.05, 8.46)
H (-4.47, 3.46, 7.88)
H (-5.36, 4.94, 7.27)
H (-2.42, 4.30, 6.88)
H (-2.97, 4.02, 4.47)
H (-4.68, 4.21, 4.83)
H (-2.90, 1.80, 3.87)
H (-4.65, 2.13, 3.77)
H (-4.06, 0.74, 4.70)
H (-2.41, 6.02, 5.33)
H (-2.52, 6.45, 6.84)
C (0.15, -1.96, -11.54)
C (0.85, -2.70, -10.43)
C (-0.07, -3.21, -9.37)
O (-0.65, -2.13, -8.60)
C (-1.51, -2.73, -7.70)
N (1.64, -3.74, -10.97)
H (-0.57, -1.27, -11.08)
H (-0.41, -2.60, -12.26)
H (0.82, -1.37, -12.16)
H (1.55, -1.99, -9.90)
H (0.40, -3.93, -8.69)
H (-0.89, -3.75, -9.87)
H (-1.93, -2.08, -6.96)
H (-1.04, -3.44, -7.03)
H (-2.33, -3.26, -8.17)
H (1.07, -4.41, -11.49)
H (2.15, -4.25, -10.29)
C (-2.68, 4.89, -4.38)
C (-2.61, 3.40, -4.69)
C (-1.57, 3.14, -5.84)
O (-0.44, 4.03, -5.77)
C (0.48, 3.64, -4.80)
N (-2.28, 2.51, -3.59)
H (-2.74, 5.49, -5.29)
H (-1.89, 5.23, -3.72)
H (-3.53, 5.16, -3.77)
H (-3.56, 3.02, -5.06)
H (-2.02, 3.29, -6.81)
H (-1.25, 2.09, -5.80)
H (0.86, 2.61, -4.98)
H (0.08, 3.72, -3.79)
H (1.39, 4.30, -4.89)
H (-2.96, 2.63, -2.84)
H (-1.52, 2.93, -3.10)
C (5.88, -4.62, 2.61)
C (4.40, -4.61, 2.40)
C (3.91, -4.45, 0.95)
O (2.54, -4.29, 1.01)
C (1.78, -4.70, -0.10)
N (3.71, -5.73, 2.94)
H (6.42, -3.88, 2.05)
H (6.44, -5.53, 2.66)
H (5.92, -4.19, 3.59)
H (4.04, -3.70, 2.95)
H (4.13, -5.38, 0.39)
H (4.44, -3.57, 0.52)
H (0.77, -4.84, 0.30)
H (2.13, -5.62, -0.54)
H (1.72, -3.95, -0.98)
H (2.73, -5.73, 2.61)
H (4.25, -6.57, 2.74)
C (6.92, -0.95, 0.95)
C (6.90, -0.34, -0.43)
C (5.93, -1.13, -1.32)
O (6.27, -2.51, -1.22)
C (5.59, -3.18, -2.25)
N (6.51, 1.07, -0.50)
H (7.22, -1.99, 0.86)
H (5.92, -0.98, 1.37)
H (7.61, -0.51, 1.69)
H (7.92, -0.37, -0.81)
H (6.10, -0.73, -2.30)
H (4.89, -0.96, -0.97)
H (5.85, -2.73, -3.19)
H (4.50, -3.21, -2.10)
H (5.88, -4.23, -2.26)
H (7.12, 1.76, -0.10)
H (5.61, 1.13, -0.07)
C (-0.69, -5.65, -3.40)
C (-1.66, -4.62, -2.87)
C (-2.40, -5.14, -1.67)
O (-1.52, -5.29, -0.60)
C (-2.11, -5.26, 0.65)
N (-1.10, -3.30, -2.62)
H (-0.22, -5.25, -4.28)
H (-1.24, -6.55, -3.65)
H (0.14, -5.91, -2.72)
H (-2.42, -4.54, -3.69)
H (-2.78, -6.15, -1.89)
H (-3.16, -4.42, -1.34)
H (-2.75, -4.38, 0.72)
H (-1.34, -5.27, 1.40)
H (-2.68, -6.12, 1.00)
H (-0.37, -3.32, -1.90)
H (-0.78, -2.88, -3.51)
C (2.03, 0.48, -0.60)
C (1.01, -0.66, -0.47)
C (0.32, -0.67, 0.90)
O (-0.39, 0.54, 1.07)
C (-1.41, 0.48, 2.06)
N (0.17, -0.65, -1.63)
H (2.57, 0.34, -1.52)
H (2.78, 0.49, 0.19)
H (1.44, 1.38, -0.64)
H (1.54, -1.62, -0.45)
H (1.09, -0.67, 1.67)
H (-0.34, -1.55, 1.08)
H (-2.18, -0.32, 1.98)
H (-1.78, 1.48, 2.08)
H (-0.88, 0.29, 3.01)
H (-0.23, 0.24, -1.84)
H (-0.60, -1.30, -1.64)

Properties
HOMO energy	-8.796	eV
orbital gap	9.27	eV
calculated total energy	-4623.60089	Eh
energy above the lowest of the compared OMol25 structures with the same formula, charge and spin	220.9	kJ/mol
LUMO energy	0.47	eV

These are the Löwdin partial charges, in e, on atoms 1 to 2: -0.05, -0.39

(2)
The following is a quantum chemistry calculation of C64H43ClI2InN6O3 as an isolated structure, from the Open Molecules 2025 dataset.

CARTESIAN COORDINATES (ANGSTROEM)
In (0.21, 0.19, -0.31)
C (6.91, 2.36, 3.28)
C (6.78, 2.55, 1.91)
C (5.60, 2.20, 1.27)
C (4.54, 1.66, 1.99)
C (4.67, 1.48, 3.36)
C (5.85, 1.83, 4.00)
C (3.30, 1.25, 1.28)
C (3.11, -0.15, 1.12)
C (4.05, -1.16, 1.44)
C (3.45, -2.37, 1.15)
C (2.14, -2.06, 0.72)
N (1.97, -0.74, 0.64)
C (1.11, -3.08, 0.34)
C (0.91, -2.85, -1.14)
C (1.25, -3.60, -2.26)
C (0.71, -2.94, -3.36)
C (0.10, -1.77, -2.87)
C (-0.56, -0.79, -3.68)
C (-1.11, -1.28, -4.97)
C (-2.04, -2.33, -4.96)
C (-2.59, -2.79, -6.15)
C (-2.22, -2.22, -7.36)
C (-1.29, -1.19, -7.38)
C (-0.74, -0.73, -6.19)
C (-0.70, 0.54, -3.36)
N (-0.15, 1.17, -2.26)
C (-0.47, 2.49, -2.33)
C (-0.02, 3.48, -1.47)
C (-0.49, 4.88, -1.63)
C (-1.05, 5.55, -0.54)
C (-1.48, 6.86, -0.64)
C (-1.37, 7.54, -1.85)
C (-0.81, 6.89, -2.94)
C (-0.37, 5.58, -2.83)
C (0.94, 3.24, -0.46)
C (1.76, 4.26, 0.15)
C (2.71, 3.64, 0.89)
C (2.47, 2.22, 0.77)
N (1.36, 2.03, -0.03)
C (-1.33, 2.70, -3.48)
C (-1.45, 1.51, -4.12)
N (0.25, -1.71, -1.51)
C (1.40, -4.46, 0.90)
C (-0.26, -4.65, 2.57)
C (-0.07, -6.21, 2.69)
C (-0.13, -7.10, 1.50)
C (0.56, -6.82, 0.39)
C (1.13, -5.51, 0.11)
H (7.83, 2.62, 3.78)
H (7.61, 2.96, 1.34)
H (5.49, 2.34, 0.20)
H (3.84, 1.06, 3.92)
H (5.94, 1.69, 5.07)
H (5.05, -1.00, 1.82)
H (3.87, -3.36, 1.26)
H (1.86, -4.49, -2.31)
H (0.77, -3.24, -4.39)
H (-2.32, -2.77, -4.02)
H (-3.32, -3.59, -6.12)
H (-2.65, -2.59, -8.28)
H (-0.99, -0.76, -8.32)
H (-0.01, 0.07, -6.20)
H (-1.15, 5.02, 0.40)
H (-1.91, 7.36, 0.22)
H (-1.72, 8.56, -1.94)
H (-0.70, 7.42, -3.88)
H (0.10, 5.10, -3.68)
H (1.67, 5.32, -0.03)
H (3.51, 4.09, 1.45)
H (-1.78, 3.63, -3.78)
H (-2.02, 1.30, -5.02)
H (-0.63, -4.30, 3.54)
H (-0.64, -6.63, 3.52)
H (-0.66, -8.04, 1.60)
H (0.56, -7.53, -0.43)
H (1.14, -5.31, -0.95)
I (-5.83, -1.53, 4.64)
C (-4.05, -1.07, 3.60)
C (-2.90, -0.77, 4.31)
C (-1.76, -0.47, 3.60)
I (0.04, -0.03, 4.61)
C (-1.69, -0.45, 2.19)
O (-0.57, -0.14, 1.62)
C (-2.89, -0.80, 1.51)
C (-2.88, -0.92, 0.01)
N (-2.35, 0.28, -0.66)
C (-3.17, 1.50, -0.48)
C (-2.93, 2.29, 0.78)
C (-3.93, 2.56, 1.70)
C (-3.63, 3.33, 2.81)
C (-2.34, 3.81, 2.96)
C (-1.41, 3.51, 1.98)
N (-1.70, 2.78, 0.91)
C (-4.04, -1.10, 2.22)
H (-2.90, -0.77, 5.40)
H (-3.89, -1.16, -0.34)
H (-2.22, -1.75, -0.25)
H (-2.34, 0.09, -1.65)
H (-4.24, 1.26, -0.56)
H (-2.91, 2.17, -1.31)
H (-4.93, 2.16, 1.56)
H (-4.39, 3.53, 3.56)
H (-2.06, 4.40, 3.82)
H (-0.38, 3.86, 2.05)
H (-4.93, -1.38, 1.67)
Cl (2.83, -5.11, 6.74)
C (2.25, -4.95, 5.11)
C (1.90, -6.03, 4.42)
C (1.45, -5.92, 3.00)
C (1.27, -4.49, 2.44)
C (1.70, -3.37, 3.34)
C (2.12, -3.60, 4.59)
C (-0.99, -3.83, 1.53)
O (-2.18, -3.91, 1.38)
O (-0.29, -2.88, 0.88)
H (1.98, -7.03, 4.83)
H (2.11, -6.54, 2.39)
H (1.45, -2.36, 3.06)
H (2.31, -2.77, 5.26)

Properties
HOMO energy	-3.724	eV
orbital gap	5.31	eV
calculated total energy	-4264.71587	Eh
energy above the lowest of the compared OMol25 structures with the same formula, charge and spin	0.0	kJ/mol
total charge	-1
LUMO energy	1.59	eV

These are the Löwdin partial charges, in e, on atoms 1 to 2: 0.91, -0.10

Question: Which value of HOMO energy does entry 2 give?
Answer: -3.724 eV

Question: Which value of energy above the lowest of the compared OMol25 structures with the same formula, charge and spin does entry 1 give?
Answer: 220.9 kJ/mol